The following is a quantum chemistry calculation of a molecular structure, C28H25BrCl3GeIN6OOs, from the Open Molecules 2025 dataset.

```
67
Properties=species:S:1:pos:R:3:forces:R:3:nbo_charge:R:1
Os -0.0245 0.8898 0.6543 -0.2 -0.6 0.0 0.80
C 0.8071 -4.5671 1.0918 0.0 0.0 0.0 -0.09
C 1.7151 -3.5419 0.8341 0.0 0.0 0.0 -0.19
C 1.3625 -2.2348 1.0874 0.0 0.0 0.1 -0.20
C 0.1049 -1.9448 1.6446 -0.1 -0.2 0.0 0.15
C -0.8135 -2.9877 1.8897 0.0 0.1 0.0 -0.18
C -0.4571 -4.2874 1.6066 0.0 0.0 0.0 -0.19
N -0.2354 -0.6153 1.8720 0.1 0.1 -0.3 -0.32
C -1.1071 -0.3395 2.9470 0.0 0.1 0.2 0.16
C -1.1782 -1.0848 4.1251 0.0 0.0 0.0 -0.20
C -2.0730 -0.6937 5.1077 0.0 0.0 0.0 -0.15
C -2.9016 0.4156 4.9333 0.0 0.0 0.0 -0.13
C -2.8263 1.1863 3.7824 0.1 0.0 0.0 -0.16
C -1.9157 0.8044 2.8127 -0.1 -0.2 0.1 0.05
N -1.6572 1.4851 1.6127 -0.1 0.1 -0.2 -0.11
N -2.2899 2.5232 1.3061 -0.1 -0.1 0.1 -0.09
C -1.7991 3.1057 0.1436 0.0 0.0 -0.1 0.27
C -2.4324 4.2220 -0.3786 0.0 0.0 0.0 -0.16
C -1.9467 4.7589 -1.5593 0.0 0.0 0.0 -0.11
C -0.8548 4.1573 -2.1736 0.0 0.0 0.0 -0.19
C -0.2683 3.0469 -1.5933 0.0 0.0 0.0 0.08
N -0.7122 2.5283 -0.4413 0.0 0.1 -0.1 -0.47
H 1.0839 -5.5922 0.8824 0.0 0.0 0.0 0.26
H 2.6953 -3.7774 0.4433 0.0 0.0 0.0 0.25
H 2.0570 -1.4254 0.9086 0.0 0.0 0.0 0.22
H -1.8125 -2.7617 2.2370 0.0 0.0 0.0 0.24
H -1.1632 -5.0889 1.7739 0.0 0.0 0.0 0.26
H -0.5155 -1.9237 4.2857 0.0 0.0 0.0 0.25
H -2.1232 -1.2550 6.0309 0.0 0.0 0.0 0.26
H -3.6009 0.6883 5.7120 0.0 0.0 0.0 0.26
H -3.4495 2.0578 3.6394 0.0 0.0 0.0 0.27
H -3.2840 4.6359 0.1427 0.0 0.0 0.0 0.28
H -2.4159 5.6283 -1.9994 0.0 0.0 0.0 0.27
H -0.4527 4.5472 -3.0982 0.0 0.0 0.0 0.27
H 0.5784 2.5496 -2.0451 0.0 0.0 0.0 0.22
N 1.7906 0.6670 -0.3702 0.1 0.1 0.0 -0.59
C 2.8146 0.7703 -0.9195 -0.1 0.0 0.0 0.67
N 3.9413 0.8803 -1.5240 0.0 0.0 0.0 -0.44
C 4.2001 1.9360 -2.5362 0.0 0.0 -0.1 -0.23
C 4.3962 1.2616 -3.8871 0.0 0.0 0.0 -0.09
O 5.4258 0.3042 -3.8070 0.0 0.0 0.0 -0.48
C 5.1229 -0.7402 -2.9126 0.0 0.0 0.0 -0.09
C 4.9621 -0.1986 -1.4974 0.0 -0.1 0.0 -0.23
H 5.1121 2.4504 -2.2316 0.0 0.0 0.0 0.24
H 3.3747 2.6463 -2.5389 0.0 0.0 0.0 0.22
H 4.6986 1.9980 -4.6295 0.0 0.0 0.0 0.24
H 3.4600 0.7897 -4.2166 0.0 0.0 0.0 0.17
H 5.9560 -1.4402 -2.9454 0.0 0.0 0.0 0.24
H 4.2086 -1.2622 -3.2270 0.0 0.0 0.0 0.17
H 5.8940 0.2503 -1.1518 0.0 0.0 0.0 0.24
H 4.6513 -0.9714 -0.7955 0.0 0.0 0.0 0.22
Cl 2.5815 0.8203 5.0879 0.0 0.0 0.0 -0.27
Ge 2.8827 0.9401 3.0064 0.1 0.0 0.1 1.16
Cl 4.5908 2.0366 2.4258 0.0 0.0 0.0 -0.28
Cl 1.1077 2.2480 2.2829 -0.1 0.2 0.0 -0.25
Br -1.7276 -4.0005 -1.9412 -0.1 0.1 -0.1 0.12
C -3.0522 -2.6477 -1.9705 0.1 -0.3 0.0 -0.18
C -4.3636 -3.0096 -2.2471 -0.1 0.0 0.0 -0.20
C -5.3676 -2.0521 -2.2578 0.0 -0.2 0.0 -0.15
C -5.0766 -0.7235 -1.9979 0.1 0.1 0.1 -0.17
C -3.7688 -0.3439 -1.7356 0.0 0.1 -0.1 -0.28
C -2.7754 -1.3105 -1.7386 0.1 0.3 0.4 -0.08
I -0.7710 -0.7243 -1.4568 0.2 0.2 0.0 0.48
H -4.5901 -4.0474 -2.4491 0.0 0.0 0.0 0.26
H -6.3843 -2.3510 -2.4727 0.0 0.0 0.0 0.26
H -5.8609 0.0202 -2.0104 0.0 0.0 0.0 0.25
H -3.5274 0.6948 -1.5525 0.0 0.0 0.0 0.22
```
Forces are in eV/Å.

Output
E_HOMO (spin up / spin down)   -16.32 / -16.32 eV
Total energy   -7904.74325 Eh
2S+1   2
Total charge   +3
Energy above the lowest of the compared OMol25 structures with the same formula, charge and spin   34.37 kJ/mol